ORCA calculation (the ωB97M-V functional and the def2-TZVPD basis) on a molecular structure, C56H44Br2FN6O4P2Sr in a non-equilibrium geometry.

The geometry in ORCA input format:
```
! wB97M-V def2-TZVPD RIJCOSX def2/J DEFGRID3
* xyz -1 1
Sr -0.441 -1.202 0.394
O 3.382 -0.561 1.176
C 4.070 -0.661 0.017
C 5.427 -0.965 0.154
C 6.277 -1.018 -0.933
C 5.780 -0.794 -2.209
C 4.430 -0.526 -2.361
C 3.563 -0.454 -1.278
C 2.106 -0.128 -1.537
O 1.249 -1.082 -0.974
N 1.848 1.193 -0.938
N 0.960 1.956 -1.640
C 0.038 2.635 -1.069
C -0.826 3.584 -1.757
Br -2.630 3.440 -1.074
C -0.628 4.568 -2.639
C 0.613 5.027 -3.267
C 0.666 6.355 -3.708
C 1.799 6.857 -4.324
C 2.896 6.034 -4.538
C 2.848 4.712 -4.121
C 1.724 4.207 -3.487
H 2.402 -0.564 1.119
H 5.794 -1.145 1.158
H 7.327 -1.239 -0.791
H 6.434 -0.819 -3.070
H 4.040 -0.346 -3.357
H 1.934 -0.016 -2.614
H 1.612 1.083 0.059
H -0.173 2.432 -0.018
H -1.497 5.163 -2.893
H -0.187 7.001 -3.539
H 1.829 7.893 -4.639
H 3.778 6.422 -5.033
H 3.699 4.066 -4.297
H 1.690 3.180 -3.155
N -0.991 -4.044 -1.798
P 0.275 -2.747 -1.509
C 1.562 -3.779 -0.722
C 2.178 -3.446 0.477
C 3.066 -4.339 1.062
C 3.313 -5.572 0.481
C 2.655 -5.928 -0.689
C 1.786 -5.033 -1.289
C 0.930 -2.722 -3.213
C 0.071 -2.757 -4.306
C 0.578 -2.830 -5.596
C 1.949 -2.872 -5.801
C 2.810 -2.832 -4.714
C 2.307 -2.755 -3.426
P -1.936 -2.940 -0.990
C -3.568 -3.761 -1.003
C -4.391 -3.999 0.097
C -5.597 -4.664 -0.073
C -5.982 -5.112 -1.327
C -5.181 -4.858 -2.432
C -3.995 -4.164 -2.274
C -1.566 -3.035 0.700
C -0.551 -3.834 1.141
C -0.236 -3.846 2.486
C -0.919 -2.994 3.341
C -1.932 -2.155 2.871
C -2.260 -2.182 1.529
H -1.227 -4.898 -2.282
H 1.942 -2.519 0.987
H 3.556 -4.063 1.987
H 4.004 -6.264 0.947
H 2.823 -6.897 -1.144
H 1.249 -5.316 -2.186
H -0.998 -2.708 -4.157
H -0.100 -2.852 -6.439
H 2.345 -2.935 -6.807
H 3.882 -2.853 -4.868
H 2.983 -2.719 -2.584
H -4.071 -3.693 1.081
H -6.227 -4.844 0.789
H -6.909 -5.659 -1.443
H -5.480 -5.205 -3.413
H -3.369 -3.931 -3.128
H -0.165 -4.575 0.467
H 0.529 -4.520 2.845
H -0.676 -3.001 4.394
H -2.454 -1.498 3.553
H -3.050 -1.589 1.079
Br -7.036 7.035 3.568
C -5.502 6.220 4.352
C -4.358 6.043 3.591
C -3.248 5.451 4.163
C -3.262 5.048 5.507
C -4.428 5.253 6.252
C -5.548 5.825 5.678
N -2.099 4.697 6.198
N -1.160 3.988 5.781
C -1.225 3.127 4.703
C -2.391 2.537 4.219
C -2.367 1.620 3.190
C -1.187 1.277 2.501
O -1.215 0.536 1.459
C 0.051 1.882 2.989
N 1.196 1.613 2.320
C 2.323 2.094 2.780
C 2.409 2.903 3.927
C 1.258 3.253 4.576
C 0.026 2.742 4.116
H -4.331 6.351 2.556
H -2.352 5.306 3.574
H -4.446 4.947 7.290
H -6.448 5.977 6.258
H -3.333 2.781 4.692
H -3.291 1.172 2.844
H 3.214 1.837 2.217
H 3.370 3.269 4.263
H 1.258 3.905 5.438
F 0.802 -1.018 1.942
O -1.870 -1.014 -2.816
C -1.602 -1.205 -1.651
*
```

Results
- frontier orbital gap (eV) = 6.605
- max |F| (hartree/bohr) = 0.1376
- relative energy (zero: lowest compared OMol25 entry of this formula, charge and spin) (kcal/mol) = 182.7
- HOMO energy (eV) = -4.57

Mulliken atomic charge list, values in e, 4 entries:
1. Sr 3.200
2. O -0.541
3. C 0.416
4. C -0.637